Here is the ion C5H12N2 with charge -1 from OMol25. Energies are from wB97M-V/def2-TZVPD.

The geometry in ORCA input format:
```
! wB97M-V def2-TZVPD RIJCOSX def2/J DEFGRID3
* xyz -1 2
C 0.140 0.640 0.939
C -0.682 1.651 0.194
C -0.824 0.913 -1.507
C 0.276 1.341 -2.258
N -0.635 -0.584 1.196
C 0.149 -1.767 1.454
N 1.250 -2.001 0.493
H 1.012 0.445 0.306
H 0.506 1.012 1.910
H -0.014 2.374 -0.253
H -1.690 1.931 0.481
H -1.872 1.040 -1.758
H -0.006 1.671 -3.271
H 1.284 0.931 -2.220
H -1.153 -0.729 0.330
H 0.528 -1.812 2.483
H -0.611 -2.560 1.451
H 0.990 -1.500 -0.352
H 1.352 -2.998 0.382
*
```

Results
Total energy = -8355.75091 eV
E_HOMO (spin up / spin down) = -0.19 / -2.66 eV
Relative energy (zero: lowest compared OMol25 entry of this formula, charge and spin) = 59.0 kcal/mol
E_LUMO (spin up / spin down) = 4.1 / 4.0 eV